# 1
{"formula": "C37H48BCrIN6O4S3Si", "method": "ωB97M-V/def2-TZVPD", "elements": ["Cr", "N", "C", "N", "C", "C", "S", "C", "C", "S", "C", "N", "N", "H", "H", "H", "H", "H", "H", "C", "C", "C", "C", "Si", "O", "C", "C", "C", "C", "C", "C", "C", "C", "C", "C", "C", "C", "H", "H", "H", "H", "H", "H", "H", "H", "H", "H", "H", "H", "H", "H", "H", "H", "H", "H", "H", "I", "C", "C", "C", "C", "N", "C", "H", "H", "H", "H", "C", "C", "C", "O", "H", "H", "H", "H", "H", "H", "H", "C", "C", "C", "O", "B", "O", "C", "C", "C", "H", "H", "H", "H", "H", "H", "H", "H", "H", "H", "H", "H", "S", "C", "N"], "positions_angstrom": [[0.088, 0.221, -0.406], [-1.603, -1.415, 3.771], [-1.014, -2.371, 2.981], [-0.185, -2.086, 2.042], [0.304, -3.204, 1.430], [-0.169, -4.388, 1.904], [-1.249, -4.088, 3.220], [1.333, -2.995, 0.398], [2.043, -3.986, -0.185], [3.284, -3.310, -1.170], [2.735, -1.710, -0.725], [1.684, -1.699, 0.060], [3.426, -0.636, -1.135], [-1.541, -0.494, 3.345], [-2.528, -1.637, 4.100], [0.071, -5.391, 1.597], [1.947, -5.048, -0.047], [3.954, -0.738, -1.984], [2.966, 0.278, -0.996], [-0.040, 4.836, -1.634], [-1.466, 4.616, -1.115], [-1.446, 4.807, 0.406], [-2.380, 5.676, -1.737], [-2.040, 2.833, -1.508], [-1.057, 1.738, -0.932], [-2.295, 2.746, -3.398], [-3.512, 2.452, -4.017], [-3.639, 2.400, -5.401], [-2.539, 2.643, -6.209], [-1.312, 2.918, -5.621], [-1.196, 2.958, -4.239], [-3.787, 2.700, -0.737], [-3.985, 1.862, 0.366], [-5.200, 1.812, 1.038], [-6.267, 2.588, 0.611], [-6.106, 3.415, -0.493], [-4.882, 3.470, -1.147], [0.352, 5.785, -1.249], [-0.013, 4.895, -2.725], [0.638, 4.046, -1.312], [-1.166, 5.841, 0.644], [-0.711, 4.154, 0.879], [-2.423, 4.610, 0.858], [-1.935, 6.670, -1.593], [-3.365, 5.692, -1.263], [-2.520, 5.527, -2.811], [-4.381, 2.233, -3.409], [-4.598, 2.159, -5.847], [-2.632, 2.601, -7.288], [-0.436, 3.076, -6.240], [-0.221, 3.131, -3.804], [-3.181, 1.215, 0.691], [-5.310, 1.158, 1.896], [-7.218, 2.548, 1.131], [-6.934, 4.023, -0.842], [-4.782, 4.136, -1.996], [2.492, -0.178, 5.036], [0.987, 0.633, 3.817], [0.033, 1.509, 4.398], [-0.918, 1.998, 3.461], [-0.900, 1.598, 2.157], [-0.003, 0.695, 1.626], [0.963, 0.263, 2.510], [0.068, 1.818, 5.430], [-1.668, 2.721, 3.765], [-1.609, 2.000, 1.453], [1.706, -0.412, 2.115], [-0.559, -0.503, -4.241], [0.682, -0.071, -3.456], [1.915, -0.725, -4.094], [0.622, -0.405, -2.125], [-0.498, -0.157, -5.279], [-1.459, -0.100, -3.785], [-0.638, -1.595, -4.229], [0.798, 1.023, -3.585], [1.891, -1.800, -3.895], [2.836, -0.317, -3.671], [1.937, -0.565, -5.177], [-5.071, -1.668, 0.449], [-3.732, -2.044, -0.164], [-3.419, -3.502, 0.153], [-2.710, -1.250, 0.456], [-1.761, -0.846, -0.503], [-2.265, -1.171, -1.763], [-3.586, -1.699, -1.681], [-3.670, -2.899, -2.619], [-4.548, -0.619, -2.165], [-5.039, -1.867, 1.522], [-5.879, -2.264, 0.013], [-5.295, -0.613, 0.304], [-3.447, -3.637, 1.235], [-2.419, -3.770, -0.190], [-4.145, -4.183, -0.297], [-2.850, -3.592, -2.439], [-3.593, -2.549, -3.649], [-4.619, -3.430, -2.504], [-4.453, 0.288, -1.568], [-5.588, -0.957, -2.133], [-4.293, -0.368, -3.196], [2.992, 4.075, 0.954], [2.394, 2.750, 0.193], [1.979, 1.799, -0.351]], "forces_ev_per_a": [[-0.1, 0.6, -0.3], [-0.1, -0.3, -0.2], [-0.1, 0.2, 0.1], [0.0, -0.4, -0.1], [0.0, 0.0, 0.0], [0.0, 0.0, 0.0], [-0.1, 0.0, 0.0], [-0.3, 0.0, 0.2], [0.0, 0.0, 0.0], [0.0, 0.1, -0.1], [-0.2, -0.2, 0.1], [0.3, 0.0, -0.2], [0.0, 0.4, 0.1], [0.0, 0.1, 0.1], [0.0, 0.0, 0.0], [0.0, 0.0, 0.0], [0.0, 0.0, 0.0], [0.0, 0.0, 0.1], [0.0, -0.2, 0.0], [0.0, 0.0, 0.0], [0.0, 0.0, 0.0], [0.0, 0.0, 0.0], [0.0, 0.0, 0.0], [-0.1, 0.0, 0.0], [0.2, -0.2, 0.1], [0.1, -0.1, 0.0], [0.0, 0.0, 0.0], [0.0, 0.0, 0.0], [0.0, 0.0, 0.0], [0.0, 0.0, 0.0], [0.0, 0.0, 0.0], [0.0, 0.0, 0.1], [0.0, 0.0, 0.0], [0.0, 0.1, 0.0], [0.0, 0.0, 0.0], [0.0, 0.0, 0.0], [0.0, 0.0, 0.0], [0.0, 0.0, 0.0], [0.0, 0.0, 0.0], [0.0, 0.0, 0.0], [0.0, 0.0, 0.0], [0.0, 0.0, 0.0], [0.0, 0.0, 0.0], [0.0, 0.0, 0.0], [0.0, 0.0, 0.0], [0.0, 0.0, 0.0], [0.0, 0.0, 0.0], [0.0, 0.0, 0.0], [0.0, 0.0, 0.0], [0.0, 0.0, 0.0], [0.0, 0.0, 0.0], [0.0, 0.0, 0.0], [0.0, 0.0, 0.0], [0.0, 0.0, 0.0], [0.0, 0.0, 0.0], [0.0, 0.0, 0.0], [0.0, 0.0, 0.0], [0.1, 0.0, 0.0], [0.0, 0.0, -0.1], [0.0, 0.0, 0.2], [0.0, -0.2, -0.2], [0.1, 0.4, 0.3], [0.1, 0.2, 0.0], [0.0, 0.0, 0.0], [0.0, 0.0, 0.0], [0.1, 0.1, 0.0], [0.0, 0.1, 0.0], [0.0, 0.0, 0.0], [0.0, 0.2, 0.0], [0.1, 0.0, 0.0], [0.1, -0.2, 0.0], [0.0, 0.0, 0.0], [0.0, 0.1, 0.0], [0.0, 0.0, 0.0], [-0.1, 0.0, 0.0], [0.0, 0.0, 0.0], [-0.1, 0.0, -0.1], [0.0, 0.0, 0.0], [0.0, 0.0, 0.0], [0.0, 0.0, 0.0], [0.0, 0.0, 0.0], [0.2, 0.1, 0.0], [-0.2, -0.4, -0.1], [0.1, -0.1, 0.0], [0.0, 0.0, 0.0], [0.0, 0.0, 0.0], [0.0, 0.0, 0.0], [0.0, 0.0, 0.0], [0.0, 0.0, 0.0], [0.0, -0.1, 0.0], [0.0, 0.0, 0.0], [0.0, 0.0, 0.0], [0.0, 0.0, 0.0], [0.0, 0.0, 0.0], [0.0, 0.0, 0.0], [0.0, 0.0, 0.0], [0.0, -0.1, 0.0], [0.0, 0.0, 0.0], [0.0, 0.0, 0.0], [0.0, 0.0, -0.1], [0.1, -0.1, 0.0], [-0.1, -0.2, 0.0]], "mulliken_spin": [3.1928, -0.0119, 0.0057, 0.0226, 0.0184, -0.0035, -0.0001, 0.0164, 0.0040, -0.0002, 0.0140, 0.0071, 0.0016, -0.0074, -0.0010, 0.0006, 0.0002, 0.0000, 0.0013, 0.0035, -0.0081, 0.0363, 0.0002, -0.0235, -0.1588, 0.0100, 0.0003, -0.0001, 0.0003, 0.0011, 0.0012, 0.0203, -0.1098, -0.0203, 0.0034, 0.0007, 0.0010, 0.0002, 0.0002, 0.0005, 0.0006, -0.0072, -0.0064, -0.0002, 0.0003, 0.0001, 0.0002, 0.0000, 0.0000, 0.0000, -0.0022, 0.1089, 0.0011, 0.0001, 0.0000, 0.0000, 0.0024, -0.1117, 0.5595, -0.0816, 0.1921, 0.1969, 0.1810, 0.0941, -0.0005, 0.0100, 0.0235, 0.0131, -0.0032, -0.0029, -0.0360, 0.0012, -0.0003, -0.0005, 0.0025, 0.0004, 0.0003, -0.0003, -0.0007, -0.0022, 0.0007, 0.0131, -0.0842, -0.0788, -0.0139, 0.0008, 0.0028, -0.0013, 0.0008, -0.0004, -0.0013, 0.0006, -0.0002, -0.0004, 0.0000, 0.0003, -0.0008, -0.0005, 0.0001, 0.0059, 0.0168, -0.0118], "total_charge": -2, "max_force_ev_per_a": 0.7, "multiplicity": 5, "relative_energy_kcal_mol": 20.92, "e_lumo_ha": [0.1390, 0.1388]}

***

# 2
{"formula": "C37H48BrGeMoN2O", "method": "ωB97M-V/def2-TZVPD", "elements": ["Mo", "C", "C", "C", "C", "C", "C", "C", "Br", "C", "O", "C", "C", "C", "C", "C", "C", "H", "H", "H", "H", "H", "H", "H", "H", "H", "H", "H", "H", "H", "H", "H", "H", "H", "H", "H", "H", "C", "Ge", "C", "C", "C", "C", "C", "C", "C", "C", "C", "C", "C", "C", "C", "C", "C", "C", "C", "C", "H", "H", "H", "H", "H", "H", "H", "H", "H", "H", "H", "H", "H", "H", "H", "H", "C", "C", "C", "C", "N", "N", "H", "H", "H", "H", "H", "H", "H", "H", "H", "H", "H", "H"], "positions_angstrom": [[0.879, 0.454, 0.636], [-6.186, -2.702, -1.540], [-4.877, -3.256, -2.119], [-4.773, -2.874, -3.603], [-4.915, -4.781, -2.007], [-3.683, -2.655, -1.377], [-3.586, -1.273, -1.232], [-2.506, -0.745, -0.568], [-2.401, 1.140, -0.324], [-1.471, -1.527, -0.028], [-0.490, -0.888, 0.637], [-1.529, -2.916, -0.199], [-2.652, -3.426, -0.859], [-0.491, -3.927, 0.318], [0.807, -3.312, 0.852], [-0.089, -4.874, -0.826], [-1.135, -4.737, 1.453], [-7.037, -3.174, -2.034], [-6.280, -1.626, -1.689], [-6.258, -2.906, -0.470], [-5.623, -3.276, -4.158], [-3.856, -3.274, -4.042], [-4.766, -1.790, -3.732], [-5.810, -5.158, -2.504], [-4.947, -5.107, -0.965], [-4.055, -5.248, -2.492], [-4.348, -0.613, -1.624], [-2.720, -4.498, -0.962], [1.289, -2.677, 0.107], [1.498, -4.122, 1.095], [0.642, -2.730, 1.757], [0.337, -4.314, -1.661], [-0.927, -5.458, -1.203], [0.664, -5.579, -0.469], [-1.424, -4.083, 2.278], [-0.429, -5.479, 1.833], [-2.028, -5.263, 1.111], [2.652, 0.413, 0.937], [2.400, 2.138, 2.117], [0.654, 1.726, 2.934], [0.645, 0.607, 3.787], [-0.538, 0.146, 4.343], [-1.734, 0.794, 4.065], [-1.745, 1.905, 3.234], [-0.566, 2.365, 2.668], [2.424, 3.688, 0.931], [1.556, 4.773, 1.029], [1.568, 5.778, 0.068], [2.453, 5.713, -0.999], [3.341, 4.647, -1.097], [3.324, 3.643, -0.139], [3.838, 2.085, 3.414], [3.932, 3.184, 4.270], [4.924, 3.240, 5.237], [5.833, 2.198, 5.357], [5.746, 1.101, 4.512], [4.752, 1.044, 3.544], [3.634, -0.039, 1.039], [1.577, 0.105, 4.026], [-0.525, -0.716, 4.996], [-2.658, 0.434, 4.499], [-2.677, 2.410, 3.015], [-0.601, 3.223, 2.007], [0.877, 4.860, 1.869], [0.890, 6.617, 0.160], [2.462, 6.496, -1.746], [4.049, 4.601, -1.915], [4.019, 2.814, -0.230], [3.231, 4.009, 4.185], [4.988, 4.097, 5.894], [6.608, 2.241, 6.111], [6.452, 0.287, 4.605], [4.702, 0.174, 2.902], [-0.782, 1.697, -3.693], [0.676, 1.270, -3.577], [0.949, 0.094, -4.507], [1.612, 2.438, -3.892], [0.916, 0.730, -2.213], [0.843, 1.697, -1.151], [-0.981, 2.044, -4.708], [-1.030, 2.526, -3.025], [-1.447, 0.862, -3.469], [0.724, 0.371, -5.536], [0.329, -0.760, -4.232], [2.000, -0.206, -4.463], [1.486, 2.752, -4.929], [2.657, 2.148, -3.755], [1.406, 3.310, -3.266], [1.848, 0.331, -2.165], [-0.072, 2.139, -1.218], [1.553, 2.430, -1.214]], "forces_ev_per_a": [[-0.9, -0.1, 0.3], [0.0, 0.0, 0.0], [0.0, 0.0, 0.0], [0.0, 0.0, 0.0], [0.0, 0.0, 0.0], [0.0, -0.1, 0.0], [0.0, 0.1, 0.0], [0.2, -0.2, 0.1], [-0.1, 0.1, 0.0], [-0.1, 0.1, -0.2], [0.2, 0.0, 0.0], [0.1, 0.2, 0.1], [-0.1, 0.0, 0.0], [0.0, 0.0, 0.0], [0.0, 0.0, 0.0], [0.0, 0.0, 0.0], [0.0, 0.0, 0.0], [0.0, 0.0, 0.0], [0.0, 0.0, 0.0], [0.0, 0.0, 0.0], [0.0, 0.0, 0.0], [0.0, 0.0, 0.0], [0.0, 0.0, 0.0], [0.0, 0.0, 0.0], [0.0, 0.0, 0.0], [0.0, 0.0, 0.0], [0.0, 0.0, 0.0], [0.0, 0.0, 0.0], [0.0, 0.0, 0.0], [0.0, 0.0, 0.0], [0.0, 0.0, 0.0], [0.0, 0.0, 0.0], [0.0, 0.0, 0.0], [0.0, 0.0, 0.0], [0.0, 0.0, 0.0], [0.0, 0.0, 0.0], [0.0, 0.0, 0.0], [0.5, 0.1, 0.1], [0.2, 0.0, -0.1], [0.0, 0.0, 0.0], [0.0, 0.0, 0.0], [0.0, 0.0, 0.0], [0.0, 0.0, 0.0], [0.0, 0.0, 0.0], [0.0, 0.1, -0.1], [0.0, -0.1, 0.0], [0.0, 0.0, 0.1], [0.0, 0.0, 0.0], [0.0, 0.0, 0.0], [0.0, 0.0, 0.0], [0.0, 0.0, 0.0], [-0.1, 0.0, 0.0], [0.0, 0.0, 0.0], [0.0, 0.0, 0.0], [0.0, 0.0, 0.0], [0.0, 0.0, 0.0], [0.0, 0.0, 0.0], [0.0, 0.0, 0.0], [0.0, 0.0, 0.0], [0.0, 0.0, 0.0], [0.0, 0.0, 0.0], [0.0, 0.0, 0.0], [0.0, 0.0, 0.0], [0.0, 0.0, 0.0], [0.0, 0.0, 0.0], [0.0, 0.0, 0.0], [0.0, 0.0, 0.0], [0.0, 0.0, 0.0], [0.0, 0.0, 0.0], [0.0, 0.0, 0.0], [0.0, 0.0, 0.0], [0.0, 0.0, 0.0], [0.0, 0.0, 0.0], [0.0, 0.0, 0.0], [0.1, 0.0, 0.0], [0.0, 0.0, 0.0], [0.0, 0.0, 0.0], [-0.1, 0.0, -0.1], [0.1, -0.1, -0.1], [0.0, 0.0, 0.0], [0.0, 0.0, 0.0], [0.0, 0.0, 0.0], [0.0, 0.0, 0.0], [0.0, 0.0, 0.0], [0.0, 0.0, 0.0], [0.0, 0.0, 0.0], [0.0, 0.0, 0.0], [0.0, 0.0, 0.0], [0.0, 0.0, 0.0], [0.0, 0.0, 0.0], [0.0, 0.0, 0.0]], "mulliken_spin": [2.2336, 0.0000, 0.0002, 0.0000, 0.0003, 0.0024, 0.0034, -0.0085, 0.0051, 0.0158, 0.1081, -0.0033, 0.0002, -0.0105, 0.0173, -0.0004, 0.0004, 0.0000, 0.0000, 0.0000, 0.0000, 0.0000, -0.0001, 0.0000, -0.0001, 0.0000, -0.0005, -0.0008, -0.0125, -0.0016, 0.0015, 0.0001, -0.0001, -0.0002, -0.0002, 0.0001, 0.0001, -0.4250, -0.0199, 0.1310, 0.0097, -0.0145, 0.0331, -0.0131, -0.0051, -0.0088, 0.0236, -0.0006, 0.0061, -0.0071, -0.0291, 0.0021, -0.0067, -0.0014, 0.0005, -0.0023, 0.0009, -0.0163, -0.0007, 0.0008, 0.0010, 0.0000, -0.0139, 0.0050, -0.0005, 0.0003, -0.0003, 0.0032, -0.0004, -0.0001, 0.0001, 0.0000, -0.0011, -0.0018, 0.0206, 0.0003, -0.0009, -0.0050, -0.0284, 0.0007, -0.0003, 0.0006, -0.0003, 0.0000, -0.0002, 0.0001, 0.0003, 0.0003, -0.0076, 0.0037, 0.0173], "total_charge": 1, "max_force_ev_per_a": 1.0, "multiplicity": 3, "relative_energy_kcal_mol": 4.86, "e_lumo_ha": [-0.1061, -0.1169]}